--- P ---
Computed, not measured: a molecular structure, C4H9N2, with the ωB97M-V functional and the def2-TZVPD basis.

Output
LUMO energy in eV: -4.21
Net charge: +1
Kohn-Sham gap in eV: 9.55

Cartesian coordinates (Å):
C 2.223 0.273 0.042
C -1.469 -0.464 0.740
C -1.767 -0.095 -0.659
C 0.342 0.919 0.057
N 2.383 -0.947 -0.115
N -0.441 -0.188 -0.197
H 2.996 1.070 -0.060
H -1.700 0.317 1.440
H -1.689 -1.573 0.898
H -1.892 -0.925 -1.336
H -2.311 0.904 -0.800
H 0.341 1.330 1.050
H 0.457 1.427 -0.815
H 3.263 -1.585 -0.239
H 1.573 -1.616 -0.145

***

--- Q ---
Computed, not measured: a gas-phase ion, C4H9N2 (charge +1), with the ωB97M-V functional and the def2-TZVPD basis.

Output
LUMO energy in eV: -5.89
Net charge: +1
SMILES string: [H]/N=[N+]1/C[C@@H]1CC
Kohn-Sham gap in eV: 10.14

Cartesian coordinates (Å):
C 0.673 0.704 -1.475
C 0.339 -0.454 -0.463
C -1.961 -0.134 0.761
C -0.425 -0.071 0.800
N 2.781 -0.041 -0.290
N 1.643 0.121 -0.573
H 0.743 0.621 -2.460
H 0.368 1.784 -1.282
H 0.092 -1.525 -0.825
H -2.323 0.517 0.089
H -2.288 0.121 1.904
H -2.256 -1.036 0.426
H -0.225 -0.685 1.687
H -0.204 0.847 1.199
H 3.043 -0.767 0.502

***

Unit: hartree. Relative energies: P 0.0000; Q 0.0386.

***

--- P ---
Computed, not measured: a gas-phase ion, C4H9N2 (charge +1), with the ωB97M-V functional and the def2-TZVPD basis.

Output
LUMO energy in eV: -5.17
Net charge: +1
SMILES string: C=C/C=[NH+]/CN
Kohn-Sham gap in eV: 9.44

Cartesian coordinates (Å):
C -0.269 -2.492 -1.180
C -1.056 -1.534 -0.641
C 0.933 1.538 0.457
C -0.568 -0.343 -0.030
N 0.436 0.387 -0.373
N 0.077 2.167 1.404
H -0.567 -3.559 -1.318
H 0.711 -2.250 -1.457
H -1.915 -1.987 -0.303
H 1.906 1.344 0.915
H 1.309 2.159 -0.452
H -1.055 0.041 0.955
H 0.873 0.218 -1.298
H -0.085 1.633 2.254
H -0.730 2.678 1.068

***

--- Q ---
Computed, not measured: 2 unconnected molecules or ions with the total composition C4H9N2, with the ωB97M-V functional and the def2-TZVPD basis.

Output
LUMO energy (spin up / spin down) in eV: -4.89 / -4.89
Net charge: +1
Kohn-Sham gap (spin up / spin down) in eV: 8.17 / 8.17

Cartesian coordinates (Å):
C -4.056 0.448 0.010
C -0.481 -0.467 0.094
C -1.757 -0.274 0.140
C 2.450 0.166 0.168
N -2.885 0.048 -0.115
N 1.266 0.867 -0.308
H -4.428 0.889 1.014
H -4.812 0.403 -0.747
H -0.269 -0.486 1.184
H 0.114 -1.104 -0.550
H 2.380 -0.080 1.215
H 3.338 0.657 -0.261
H 2.602 -0.858 -0.384
H 1.280 0.878 -1.291
H 1.441 1.795 0.228

***

Unit: hartree. Relative energies: P 0.0000; Q 0.0986.